Version A
The following is a DFT calculation (wB97M-V/def2-TZVPD) of an isolated molecule of C7H16O.

CARTESIAN COORDINATES (ANGSTROEM)
C -1.410 0.663 1.143
C -0.644 0.207 -0.097
C -1.283 0.873 -1.305
C -1.050 -1.474 -0.264
C 0.817 0.030 0.059
C 1.433 0.814 1.219
C 1.667 -1.220 -0.127
O 1.372 1.024 -1.228
H -1.178 1.708 1.337
H -2.486 0.589 0.992
H -1.198 0.047 2.014
H -0.810 0.591 -2.241
H -2.327 0.578 -1.417
H -1.266 1.952 -1.166
H -2.134 -1.484 -0.183
H -0.842 -1.807 -1.278
H -0.723 -2.124 0.542
H 2.497 0.630 1.352
H 1.336 1.879 1.023
H 0.998 0.569 2.183
H 2.715 -0.937 -0.206
H 1.602 -1.870 0.745
H 1.466 -1.745 -1.058
H 1.448 0.507 -2.039

The orbital gap comes out at 10.46 eV. As for the HOMO energy: -9.6 eV. Its net charge is 0. The SMILES is CC(C)(C)C(C)(C)O.

Version B
The following is a DFT calculation (wB97M-V/def2-TZVPD) of a cluster of 2 separate species, C7H16O in total.

CARTESIAN COORDINATES (ANGSTROEM)
C -0.946 3.835 1.559
C -0.404 2.626 0.824
C -0.487 1.429 1.335
C -0.407 0.149 0.411
C 0.727 0.337 -0.658
C 1.911 -0.629 -0.129
C 1.739 -2.165 -0.328
H -0.797 3.719 2.616
H -2.064 3.841 1.408
H -0.527 4.733 1.146
H 0.102 2.864 -0.121
H -0.895 1.113 2.345
H -1.354 0.074 -0.194
H -0.300 -0.632 1.086
H 0.573 -0.013 -1.693
H 1.078 1.402 -0.694
H 1.850 -0.485 0.976
H 2.766 -0.261 -0.613
H 2.806 -2.551 -0.247
H 1.170 -2.615 0.548
H 1.255 -2.588 -1.216
O -2.823 -5.018 -2.744
H -3.029 -4.130 -3.212
H -1.942 -5.034 -2.406

The orbital gap comes out at 9.72 eV. As for the HOMO energy: -9.1 eV. Its net charge is 0. The SMILES is C/C=C/CCCC.O.

Result of the stability comparison: version B is the least stable of them.

Version A
The following is a DFT calculation (wB97M-V/def2-TZVPD) of a cluster of 2 separate species, C7H16O in total.

CARTESIAN COORDINATES (ANGSTROEM)
C 2.530 -0.986 -1.290
C 2.342 -0.710 -0.036
C 1.531 0.420 0.567
C 0.668 1.276 -0.375
C -0.801 0.675 -0.537
C -1.634 0.257 0.692
C -2.050 1.457 1.574
H 1.977 -0.475 -2.099
H 3.083 -1.799 -1.640
H 2.860 -1.237 0.768
H 2.344 1.011 1.082
H 0.831 0.073 1.434
H 1.192 1.382 -1.319
H 0.448 2.304 0.009
H -1.379 1.421 -1.098
H -0.728 -0.282 -1.110
H -2.447 -0.414 0.420
H -1.137 -0.350 1.299
H -3.127 1.409 1.824
H -1.617 1.515 2.578
H -1.849 2.341 1.048
O -0.837 -2.975 -0.852
H -0.479 -2.946 -1.811
H -1.720 -3.370 -1.125

The orbital gap comes out at 10.21 eV. As for the HOMO energy: -9.5 eV. Its net charge is 0. The SMILES is C=CCCCCC.O.

Version B
The following is a DFT calculation (wB97M-V/def2-TZVPD) of a cluster of 2 separate species, C7H16O in total.

CARTESIAN COORDINATES (ANGSTROEM)
C 0.138 -1.279 2.669
C 0.145 -0.279 1.534
C 0.707 -0.462 0.333
C 1.536 -1.613 -0.057
C 0.471 0.515 -0.822
C -0.429 1.688 -0.563
C -0.525 2.560 -1.817
H 0.656 -2.196 2.404
H -0.906 -1.435 2.933
H 0.689 -0.834 3.503
H -0.428 0.614 1.755
H 1.525 -2.507 0.579
H 2.582 -1.431 -0.304
H 1.138 -2.176 -0.927
H 1.513 0.876 -0.985
H 0.477 -0.146 -1.697
H -1.456 1.492 -0.260
H 0.097 2.252 0.209
H -0.858 2.105 -2.753
H 0.427 3.023 -2.088
H -1.228 3.391 -1.692
O -2.306 -1.712 -0.627
H -2.387 -1.026 -1.275
H -1.576 -1.422 -0.051

The orbital gap comes out at 9.95 eV. As for the HOMO energy: -9.1 eV. Its net charge is 0. The SMILES is C/C=C(\C)CCC.O.

Version C
The following is a DFT calculation (wB97M-V/def2-TZVPD) of an isolated molecule of C7H16O.

CARTESIAN COORDINATES (ANGSTROEM)
C 1.890 -1.089 0.458
C 1.433 0.285 0.224
C 2.607 0.912 -0.435
C -0.197 0.161 -0.657
C -1.414 0.120 0.202
C -2.650 0.460 -0.664
C -1.597 -1.153 0.957
O -1.502 1.134 1.302
H 1.072 -1.783 0.855
H 2.261 -1.420 -0.484
H 2.587 -1.141 1.249
H 1.239 0.815 1.138
H 3.457 0.823 0.244
H 2.503 1.952 -0.686
H 2.762 0.411 -1.430
H -0.210 -0.673 -1.369
H -0.139 1.072 -1.311
H -2.989 -0.418 -1.158
H -2.370 1.175 -1.438
H -3.417 0.924 0.028
H -1.370 -2.122 0.485
H -2.772 -1.252 1.196
H -0.882 -1.178 1.738
H -1.637 2.020 0.814

The orbital gap comes out at 10.63 eV. As for the HOMO energy: -9.7 eV. Its net charge is 0. The SMILES is CC(C)CC(C)(C)O.

Version D
The following is a DFT calculation (wB97M-V/def2-TZVPD) of a cluster of 2 separate species, C7H16O in total.

CARTESIAN COORDINATES (ANGSTROEM)
C -0.691 -0.373 2.589
C -1.449 -1.116 1.797
C -2.410 -0.546 0.804
O -1.378 -2.483 1.847
H -0.716 0.704 2.545
H -0.003 -0.845 3.280
H -2.392 0.539 0.835
H -2.141 -0.844 -0.213
H -3.432 -0.904 0.959
H -2.139 -2.843 1.382
C 1.047 -1.287 -0.732
C 0.782 0.214 -0.644
C 1.538 1.029 -1.690
C 1.377 2.533 -1.488
H 0.616 -1.688 -1.654
H 0.628 -1.822 0.116
H 2.122 -1.474 -0.773
H 1.115 0.589 0.329
H -0.291 0.389 -0.716
H 2.597 0.772 -1.610
H 1.210 0.740 -2.692
H 1.945 3.085 -2.235
H 1.738 2.807 -0.493
H 0.327 2.825 -1.543

The orbital gap comes out at 9.71 eV. As for the HOMO energy: -8.9 eV. Its net charge is 0. The SMILES is C=C(C)O.CCCC.

Result of the stability comparison: version C is the least stable of them.

Version A
The following is a DFT calculation (wB97M-V/def2-TZVPD) of a cluster of 2 separate species, C7H16O in total.

CARTESIAN COORDINATES (ANGSTROEM)
C 0.741 0.249 1.368
C 0.815 -0.897 0.578
C 1.530 -2.097 0.947
C 0.927 -2.866 2.071
C 0.201 -0.961 -0.771
C -1.063 -0.129 -0.918
C -0.685 1.073 -1.778
H 0.248 1.194 1.071
H 1.320 0.358 2.303
H 2.574 -1.698 1.209
H 1.634 -2.738 0.038
H -0.136 -2.569 2.035
H 1.018 -3.934 1.881
H 1.277 -2.348 2.948
H 0.100 -2.044 -1.226
H 0.848 -0.537 -1.604
H -1.571 0.179 0.096
H -1.886 -0.635 -1.465
H -1.456 1.802 -2.161
H -0.151 0.677 -2.736
H 0.049 1.915 -1.372
O -1.800 4.945 -0.852
H -2.345 5.399 -0.173
H -2.188 5.665 -1.487

The orbital gap comes out at 9.32 eV. As for the HOMO energy: -8.6 eV. Its net charge is 0. The SMILES is C=C(CC)CCC.O.

Version B
The following is a DFT calculation (wB97M-V/def2-TZVPD) of a cluster of 2 separate species, C7H16O in total.

CARTESIAN COORDINATES (ANGSTROEM)
C 0.170 0.452 1.373
C 0.511 1.134 0.300
C 1.091 2.515 0.347
C 2.532 2.497 0.922
C 0.132 0.718 -1.120
C -0.088 -0.753 -1.350
C -1.501 -1.269 -1.011
H -0.211 -0.536 1.587
H 0.501 0.890 2.322
H 0.584 3.157 1.073
H 1.058 3.096 -0.571
H 3.374 2.512 0.205
H 2.782 3.391 1.497
H 2.799 1.603 1.479
H 0.761 1.182 -1.874
H -0.806 1.261 -1.348
H 0.709 -1.380 -0.942
H 0.111 -0.997 -2.409
H -1.746 -2.140 -1.623
H -2.195 -0.456 -1.206
H -1.568 -1.644 0.004
O -3.088 -4.672 0.661
H -2.282 -5.082 1.043
H -3.630 -5.475 0.645

The orbital gap comes out at 9.92 eV. As for the HOMO energy: -9.1 eV. Its net charge is 0. The SMILES is C=C(CC)CCC.O.

Result of the stability comparison: version A is the least stable of them.

Version A
The following is a DFT calculation (wB97M-V/def2-TZVPD) of a cluster of 8 separate species, C14H44O8 in total.

CARTESIAN COORDINATES (ANGSTROEM)
C 2.392 -3.149 1.706
C 2.010 -3.118 3.171
O 2.995 -3.820 3.886
H 1.657 -2.638 1.103
H 2.463 -4.155 1.345
H 3.340 -2.645 1.556
H 1.032 -3.550 3.307
H 1.957 -2.071 3.464
H 2.823 -3.841 4.844
C 1.931 -0.105 -5.161
C 1.655 0.654 -3.858
O 0.375 1.273 -3.790
H 3.001 -0.270 -5.149
H 1.614 0.463 -6.018
H 1.390 -1.057 -5.199
H 2.412 1.434 -3.706
H 1.651 0.009 -3.029
H 0.511 1.927 -4.503
C -0.142 2.248 5.132
C -1.433 1.676 4.566
O -1.517 0.328 5.016
H 0.691 1.621 4.859
H -0.215 2.264 6.226
H -0.016 3.283 4.767
H -1.454 1.710 3.446
H -2.304 2.243 4.935
H -1.556 0.450 5.983
C -2.122 5.328 0.891
C -1.904 3.799 0.620
O -0.611 3.418 1.095
H -1.335 5.964 0.447
H -2.084 5.485 1.985
H -3.081 5.605 0.471
H -1.994 3.595 -0.472
H -2.755 3.314 1.114
H -0.576 2.459 1.001
C 2.781 -2.397 -2.782
C 2.242 -3.376 -3.809
O 3.193 -3.381 -4.870
H 2.861 -1.415 -3.165
H 3.788 -2.696 -2.389
H 2.066 -2.414 -1.960
H 1.280 -2.984 -4.125
H 2.116 -4.388 -3.439
H 2.921 -3.998 -5.539
C -3.639 0.493 -1.271
C -2.603 1.072 -2.258
O -2.062 -0.002 -3.013
H -4.021 1.297 -0.639
H -3.182 -0.221 -0.524
H -4.485 0.022 -1.764
H -1.806 1.592 -1.746
H -3.138 1.755 -3.003
H -1.267 0.357 -3.406
C 0.533 0.365 -0.526
O -0.400 0.677 0.512
H 0.190 -0.575 -0.952
H 0.442 1.113 -1.340
H 1.536 0.364 -0.127
H -0.401 0.007 1.209
C -1.752 -2.163 2.270
O -0.905 -1.096 2.602
H -1.955 -2.828 3.152
H -2.677 -1.749 1.887
H -1.281 -2.738 1.467
H -1.178 -0.824 3.494

The orbital gap comes out at 10.08 eV. As for the HOMO energy: -9.5 eV. Its net charge is 0. The SMILES is CCO.CCO.CCO.CCO.CCO.CCO.CO.CO.

Version B
The following is a DFT calculation (wB97M-V/def2-TZVPD) of a cluster of 8 separate species, C14H44O8 in total.

CARTESIAN COORDINATES (ANGSTROEM)
C -1.152 -5.848 0.149
C -1.975 -6.316 1.288
C -3.325 -5.528 1.354
O -2.489 -7.635 1.242
H -0.136 -6.242 0.124
H -1.046 -4.777 0.327
H -1.657 -6.104 -0.782
H -1.367 -6.208 2.186
H -3.869 -5.879 2.231
H -3.927 -5.514 0.446
H -3.112 -4.491 1.615
H -1.976 -8.146 0.612
C -1.242 -1.959 5.649
C -2.476 -2.638 6.197
O -2.442 -2.625 7.597
H -1.296 -2.120 4.572
H -0.300 -2.348 6.035
H -1.096 -0.916 5.931
H -2.480 -3.666 5.833
H -3.398 -2.146 5.887
H -2.846 -1.779 7.800
C 7.447 -0.345 0.315
C 8.054 0.552 1.410
O 9.473 0.281 1.353
H 6.367 -0.200 0.359
H 7.654 -1.409 0.429
H 7.824 -0.071 -0.671
H 7.757 0.172 2.387
H 7.875 1.619 1.280
H 9.884 0.927 1.933
C 3.880 6.546 2.371
C 3.976 5.246 3.148
O 5.006 5.379 4.166
H 4.888 6.631 1.965
H 3.660 7.530 2.787
H 3.388 6.317 1.426
H 4.134 4.490 2.379
H 2.977 5.003 3.512
H 4.830 6.172 4.678
C -2.313 5.582 -5.711
C -3.003 4.135 -5.905
O -2.591 3.090 -4.978
H -2.251 5.709 -4.630
H -2.812 6.434 -6.172
H -1.254 5.649 -5.961
H -2.775 3.827 -6.926
H -4.027 4.420 -5.660
H -3.342 2.858 -4.427
C -1.359 -2.368 -6.564
O -0.193 -1.626 -6.389
H -1.178 -2.980 -7.448
H -1.633 -3.082 -5.787
H -2.159 -1.664 -6.793
H -0.267 -0.926 -5.737
C -0.141 1.427 -0.266
O -0.170 2.580 -1.094
H 0.872 1.267 0.101
H -0.710 1.560 0.655
H -0.572 0.606 -0.838
H -0.573 2.399 -1.947
C -5.331 -0.470 -1.561
O -5.590 0.921 -1.599
H -4.419 -0.535 -2.155
H -5.162 -0.909 -0.578
H -6.137 -1.022 -2.045
H -6.378 1.160 -1.105

The orbital gap comes out at 10.28 eV. As for the HOMO energy: -10.2 eV. Its net charge is 0. The SMILES is CC(C)O.CCO.CCO.CCO.CCO.CO.CO.CO.

Result of the stability comparison: version B is the least stable of them.